Entry one
DFT (the ωB97M-V functional and the def2-TZVPD basis) results for a structure of composition C4H8O4.

Properties
**Kohn-Sham gap (spin up / spin down)**: 9.32 / 6.23 eV

Last column: Löwdin charge in e.
Element x y z (Å)
C1 0.23 -0.53 1.98  0.007
C2 0.81 -1.07 0.66  -0.410
O1 1.98 -1.38 0.53  0.090
C3 -0.24 -0.98 -0.49  -0.435
C4 -0.80 0.46 -0.72  -0.038
O2 0.61 0.33 -0.59  -0.054
O3 -0.56 4.13 -1.98  -0.068
O4 0.15 -1.76 -1.63  0.015
H1 -0.84 -0.75 2.05  0.081
H2 0.75 -1.07 2.76  0.088
H3 0.36 0.55 2.16  0.100
H4 -1.20 -1.41 -0.10  0.172
H5 -1.18 0.80 -1.72  0.138
H6 -1.12 1.07 0.13  0.119
H7 -0.12 3.31 -1.43  0.072
H8 1.15 -1.69 -1.62  0.123

=====

Entry two
DFT (the ωB97M-V functional and the def2-TZVPD basis) results for an isolated molecule of C4H8O4.

Properties
**Kohn-Sham gap**: 10.25 eV

Last column: Löwdin charge in e.
Element x y z (Å)
C1 -0.55 -0.26 -1.54  -0.234
C2 1.32 1.07 0.56  -0.403
C3 -0.90 -1.68 -1.02  0.001
C4 0.90 0.93 2.04  -0.210
O1 2.26 1.68 0.07  0.087
O2 -1.62 0.53 -1.78  0.064
O3 0.27 0.49 -0.18  -0.134
O4 0.26 -0.25 2.20  -0.086
H1 -0.10 -2.36 -1.18  0.064
H2 -1.95 -2.13 -1.37  0.149
H3 -0.88 -1.46 0.05  0.063
H4 0.21 1.72 2.25  0.121
H5 1.86 0.93 2.58  0.139
H6 -1.28 1.44 -1.75  0.132
H7 0.34 -0.20 -2.18  0.149
H8 -0.13 -0.46 1.25  0.099

=====

Energy ordering: entry two at the bottom, the next structure 6.073 eV above.

=====

Entry one
DFT (the ωB97M-V functional and the def2-TZVPD basis) results for a structure of composition C4H8O4.

Properties
**Kohn-Sham gap**: 8.10 eV

Last column: Löwdin charge in e.
Element x y z (Å)
C1 0.44 1.20 -0.62  -0.617
C2 -0.55 -0.92 0.96  -0.016
C3 0.03 -2.03 0.18  -0.071
C4 -0.98 0.28 0.43  -0.383
O1 0.38 0.59 -1.85  0.089
O2 -0.04 2.38 -0.47  0.025
O3 1.66 0.94 -0.04  0.091
O4 -1.51 1.30 1.09  -0.100
H1 1.81 1.61 0.65  0.134
H2 1.27 0.51 -2.21  0.130
H3 -0.97 2.21 0.38  0.152
H4 -0.64 -1.06 2.03  0.127
H5 -1.50 -0.02 -0.52  0.178
H6 0.06 -1.82 -0.89  0.077
H7 -0.51 -2.97 0.35  0.088
H8 1.06 -2.21 0.53  0.095

=====

Entry two
DFT (the ωB97M-V functional and the def2-TZVPD basis) results for a cluster of 2 separate species, C4H8O4 in total.

Properties
**Kohn-Sham gap**: 11.48 eV

Last column: Löwdin charge in e.
Element x y z (Å)
C1 -1.27 1.35 -0.41  -0.429
C2 -2.08 2.70 -0.48  0.019
C3 1.20 -1.38 0.38  -0.554
C4 2.16 -2.53 0.59  0.026
H1 0.63 0.80 -0.33  0.022
H2 -3.11 2.55 -0.07  0.093
H3 -1.29 3.42 0.06  0.132
H4 -2.16 2.99 -1.52  0.067
H5 -0.63 -0.82 0.31  0.062
H6 3.19 -2.29 0.37  0.081
H7 1.98 -2.80 1.65  0.106
H8 1.93 -3.32 -0.10  0.078
O1 -1.69 0.21 -0.07  0.030
O2 0.06 1.55 -0.61  0.077
O3 1.62 -0.27 0.13  0.076
O4 -0.08 -1.66 0.44  0.114

=====

Energy ordering: entry two at the bottom, the next structure 3.747 eV above.

=====

Entry one
DFT (the ωB97M-V functional and the def2-TZVPD basis) results for an isolated molecule of C2H4Br2.

Properties
**Kohn-Sham gap**: 11.04 eV

Last column: Löwdin charge in e.
Element x y z (Å)
Br1 -10.94 -12.70 -20.94  0.585
C1 -12.52 -11.51 -20.89  -0.697
C2 -12.37 -10.39 -19.88  -0.691
Br2 -11.29 -8.93 -20.63  0.593
H1 -13.46 -12.02 -20.67  0.063
H2 -12.69 -10.94 -21.80  0.040
H3 -11.81 -10.81 -19.04  0.040
H4 -13.40 -10.11 -19.65  0.067

=====

Entry two
DFT (the ωB97M-V functional and the def2-TZVPD basis) results for an isolated molecule of C2H4Br2.

Properties
**Kohn-Sham gap**: 10.78 eV

Last column: Löwdin charge in e.
Element x y z (Å)
Br1 0.74 -2.03 -0.59  0.588
C1 0.05 -0.22 -0.72  -0.705
C2 -0.03 0.50 0.59  -0.725
Br2 -1.03 -0.45 1.94  0.610
H1 -0.90 -0.26 -1.24  0.059
H2 0.76 0.27 -1.38  0.053
H3 -0.56 1.44 0.45  0.057
H4 0.96 0.76 0.96  0.062

=====

Energy ordering: entry two at the bottom, the next structure 0.295 eV above.

=====

Entry one
DFT (the ωB97M-V functional and the def2-TZVPD basis) results for an isolated molecule of C6H8N2O.

Properties
**Kohn-Sham gap (spin up / spin down)**: 9.47 / 6.24 eV

Last column: Löwdin charge in e.
Element x y z (Å)
C1 1.45 0.18 0.04  -0.056
C2 -0.83 -1.41 -0.92  -0.581
C3 1.62 1.10 0.93  0.007
C4 -2.69 0.46 0.27  0.101
C5 -1.74 -0.26 0.97  -0.234
C6 1.64 -0.79 -0.98  -0.184
N1 0.34 -1.20 -1.60  0.076
N2 -0.87 -1.03 0.41  0.137
O1 -1.68 -1.97 -1.59  0.042
H1 0.80 1.31 1.52  0.033
H2 2.54 1.62 0.86  0.050
H3 -3.28 1.29 0.77  0.082
H4 -2.95 0.35 -0.74  0.047
H5 -1.46 -0.04 1.95  0.083
H6 2.34 -0.36 -1.65  0.106
H7 2.22 -1.56 -0.34  0.157
H8 0.27 -1.77 -2.43  0.134

=====

Entry two
DFT (the ωB97M-V functional and the def2-TZVPD basis) results for a cluster of 4 separate species, C6H8N2O in total.

Properties
**Kohn-Sham gap**: 8.19 eV

Last column: Löwdin charge in e.
Element x y z (Å)
C1 -0.47 2.75 1.54  -0.134
C2 -0.23 0.55 0.65  -0.362
C3 -0.12 -0.04 -0.65  0.055
C4 0.02 -1.52 -0.76  -0.296
C5 0.15 -2.25 -2.11  -0.125
C6 -0.36 -0.20 1.89  -0.212
H1 0.12 1.64 2.51  0.185
H2 0.51 3.97 1.00  0.178
H3 -1.80 3.51 2.00  0.182
H4 0.25 0.93 -1.19  0.166
H5 0.03 -2.14 0.11  0.122
H6 -0.27 -1.78 -3.08  0.122
H7 -0.31 -3.16 -2.28  0.051
H8 2.26 -1.12 -1.74  0.211
N1 1.38 -1.87 -1.28  -0.040
N2 -0.27 -0.99 2.75  0.177
O1 -0.91 1.72 0.65  -0.279

=====

Entry three
DFT (the ωB97M-V functional and the def2-TZVPD basis) results for an isolated molecule of C6H8N2O.

Properties
**Kohn-Sham gap**: 9.67 eV

Last column: Löwdin charge in e.
Element x y z (Å)
C1 -1.95 0.20 1.87  -0.016
C2 -1.42 -0.13 0.47  -0.415
C3 -0.03 0.39 0.18  -0.302
C4 1.79 1.57 0.14  -0.084
C5 1.98 0.49 -0.84  0.014
C6 0.44 -1.31 -1.64  -0.003
H1 -3.11 -0.21 1.92  0.137
H2 -1.96 1.39 1.87  0.125
H3 -1.50 -0.10 2.75  0.027
H4 2.54 2.13 0.42  0.028
H5 2.74 0.17 -1.57  0.107
H6 1.44 -1.64 -2.17  0.138
H7 -0.48 -1.31 -2.04  0.035
H8 0.27 -2.15 -0.98  0.079
N1 0.56 1.42 0.68  0.093
N2 0.72 -0.15 -0.77  -0.087
O1 -2.03 -0.74 -0.30  0.122

=====

Entry four
DFT (the ωB97M-V functional and the def2-TZVPD basis) results for an isolated molecule of C6H8N2O.

Properties
**Kohn-Sham gap**: 7.61 eV

Last column: Löwdin charge in e.
Element x y z (Å)
C1 -0.49 -1.21 -1.64  -0.050
C2 -0.56 -2.12 -0.60  -0.123
C3 -1.20 -0.67 1.58  -0.145
C4 0.38 -0.06 -1.25  -0.217
C5 -0.51 0.71 1.57  -0.111
C6 0.87 0.54 1.01  -0.243
N1 0.18 -1.65 0.47  0.035
N2 0.80 -0.43 0.04  -0.240
O1 -2.20 -1.24 1.87  0.129
H1 -1.00 -1.30 -2.60  0.091
H2 -0.84 -3.06 -0.61  0.060
H3 1.20 0.19 -1.95  0.119
H4 -0.24 0.94 -1.20  0.134
H5 -1.20 1.54 1.29  0.132
H6 -0.38 0.89 2.72  0.152
H7 1.22 1.49 0.52  0.142
H8 1.62 0.23 1.79  0.136

=====

Energy ordering: entry three at the bottom, the next structure 2.238 eV above.

=====

Entry one
DFT (the ωB97M-V functional and the def2-TZVPD basis) results for an isolated molecule of C4H10NOP.

Properties
**Kohn-Sham gap**: 9.88 eV

Last column: Löwdin charge in e.
Element x y z (Å)
C1 -0.53 -2.36 -0.90  -0.414
C2 -0.46 0.27 1.40  -0.147
C3 0.88 2.09 0.12  -0.139
C4 0.33 0.65 0.23  -0.620
N1 0.74 -2.28 -1.01  0.080
O1 -1.32 -1.30 -0.97  -0.376
P1 -0.55 0.13 -1.43  0.956
H1 -1.09 -3.27 -0.68  0.124
H2 -0.22 0.87 2.30  0.090
H3 -1.47 0.40 1.13  0.052
H4 -0.09 -0.70 1.58  0.056
H5 0.64 2.62 1.06  0.073
H6 0.35 2.65 -0.75  0.077
H7 1.91 2.27 -0.10  0.052
H8 1.26 0.02 0.25  0.095
H9 1.42 -3.04 -0.98  0.056
H10 -1.80 0.97 -1.25  -0.015

=====

Entry two
DFT (the ωB97M-V functional and the def2-TZVPD basis) results for an isolated molecule of C4H10NOP.

Properties
**Kohn-Sham gap (spin up / spin down)**: 8.97 / 7.33 eV

Last column: Löwdin charge in e.
Element x y z (Å)
C1 0.10 -1.34 0.40  -0.265
C2 0.13 0.14 -0.23  -0.678
C3 0.87 1.05 0.76  -0.046
C4 -1.36 0.52 -0.30  -0.053
N1 0.65 0.09 -1.52  0.138
O1 1.36 -1.91 0.47  -0.564
P1 2.16 -2.47 -0.81  0.862
H1 -0.28 -1.27 1.42  0.129
H2 -0.57 -1.93 -0.23  0.110
H3 0.29 1.21 1.66  0.081
H4 1.05 2.02 0.29  0.081
H5 1.83 0.61 1.04  0.077
H6 -1.43 1.58 -0.52  0.081
H7 -1.85 0.32 0.65  0.080
H8 -1.84 -0.04 -1.09  0.079
H9 1.58 0.50 -1.57  0.028
H10 1.04 -2.83 -1.60  -0.140

=====

Entry three
DFT (the ωB97M-V functional and the def2-TZVPD basis) results for a cluster of 2 separate species, C4H10NOP in total.

Properties
**Kohn-Sham gap**: 9.20 eV

Last column: Löwdin charge in e.
Element x y z (Å)
C1 -2.21 -1.34 -1.80  -0.329
C2 1.21 0.69 2.75  -0.041
C3 0.23 0.05 2.14  -0.058
C4 0.82 1.01 -0.99  -0.473
N1 -0.44 0.36 -1.25  -0.283
O1 1.95 0.24 -1.07  -0.108
P1 -0.41 -1.19 -1.35  0.932
H1 -2.58 -1.16 -0.85  -0.020
H2 -2.52 -2.20 -2.39  0.026
H3 -2.57 -0.50 -2.38  0.027
H4 1.39 0.62 3.73  0.004
H5 1.88 1.30 2.20  0.038
H6 -0.08 0.21 1.04  0.022
H7 -0.36 -0.62 2.68  0.024
H8 1.05 1.62 -1.80  0.100
H9 0.74 1.54 -0.05  0.094
H10 1.87 -0.62 -0.61  0.047

=====

Entry four
DFT (the ωB97M-V functional and the def2-TZVPD basis) results for a cluster of 2 separate species, C4H10NOP in total.

Properties
**Kohn-Sham gap (spin up / spin down)**: 7.69 / 7.75 eV

Last column: Löwdin charge in e.
Element x y z (Å)
C1 -1.08 0.93 -1.54  0.029
C2 -0.95 2.44 0.45  -0.133
C3 1.63 -2.77 0.88  -0.212
C4 -1.17 2.11 -1.08  -0.267
N1 -0.27 -0.61 0.99  -0.186
O1 1.00 -1.19 -1.21  -0.283
P1 0.23 -1.81 0.11  0.721
H1 -1.09 0.57 -2.56  0.050
H2 -0.76 1.47 1.04  0.033
H3 -1.92 3.03 0.62  0.076
H4 -0.06 3.04 0.84  0.081
H5 1.14 -3.48 1.41  -0.018
H6 2.29 -3.20 0.12  0.045
H7 2.39 -2.19 1.33  0.032
H8 0.46 -0.40 -1.42  -0.025
H9 -1.14 3.04 -1.74  0.119
H10 -0.71 -0.97 1.75  -0.062

=====

Energy ordering: entry one at the bottom, the next structure 1.476 eV above.

=====

Entry one
DFT (the ωB97M-V functional and the def2-TZVPD basis) results for an isolated molecule of C4H10NOP.

Properties
**Kohn-Sham gap**: 9.20 eV

Last column: Löwdin charge in e.
Element x y z (Å)
C1 0.76 -1.24 -0.46  -0.290
C2 1.31 1.27 -0.76  -0.088
C3 -1.07 -0.43 1.68  -0.178
C4 0.75 0.19 0.18  -0.289
N1 -0.83 0.40 0.55  -0.476
O1 0.23 -1.47 -1.48  -0.015
P1 -1.91 0.33 -0.78  0.858
H1 1.14 -2.18 0.09  0.136
H2 1.47 0.95 -1.80  0.072
H3 0.56 2.08 -0.84  0.061
H4 2.30 1.84 -0.46  0.111
H5 -2.06 -0.24 1.92  0.053
H6 -0.87 -1.47 1.32  0.093
H7 -0.43 0.00 2.40  0.072
H8 1.13 0.01 1.21  0.120
H9 -1.46 -0.89 -1.15  -0.119
H10 -1.02 0.85 -1.64  -0.121

=====

Entry two
DFT (the ωB97M-V functional and the def2-TZVPD basis) results for a cluster of 2 separate species, C4H10NOP in total.

Properties
**Kohn-Sham gap**: 7.67 eV

Last column: Löwdin charge in e.
Element x y z (Å)
C1 2.08 -2.39 0.43  0.037
C2 -1.40 -0.42 0.23  -0.284
C3 -2.71 0.08 0.84  -0.065
C4 1.23 1.98 -1.00  -0.246
N1 -0.47 0.42 0.20  -0.150
O1 1.63 0.85 1.37  -0.307
P1 1.23 0.31 -0.12  0.786
H1 1.18 -2.53 -0.25  -0.119
H2 2.88 -2.97 -0.17  -0.065
H3 -1.43 -1.42 -0.17  0.097
H4 -2.94 0.73 0.01  0.069
H5 -3.37 -0.77 0.84  0.057
H6 -2.49 0.57 1.79  0.083
H7 0.27 2.10 -1.57  0.050
H8 1.26 2.85 -0.39  0.016
H9 2.11 1.87 -1.64  0.014
H10 1.96 0.08 1.86  0.027

=====

Energy ordering: entry one at the bottom, the next structure 1.857 eV above.